1.
{"formula": "C3H3N5", "method": "ωB97M-V with the def2-TZVPD basis set", "elements": ["N", "N", "N", "N", "N", "C", "C", "C", "H", "H", "H"], "positions_angstrom": [[-0.171232, -1.101389, 1.649321], [-0.025410, 1.222584, 0.991060], [-0.097119, 0.157233, 1.986756], [0.056564, -0.366305, -1.832376], [-0.203010, -1.505464, 0.340837], [0.171516, 1.208150, -1.762716], [0.083159, 0.832965, -0.269514], [0.090732, -0.540580, -0.504075], [1.262024, 1.591617, -1.903898], [-0.577007, 1.818368, -2.328904], [0.323982, -1.259811, -2.498555]], "forces_ev_per_angstrom": [[-0.21, 2.33, -0.34], [-0.09, -0.43, -1.16], [0.28, -0.70, -1.91], [1.06, -3.28, -3.97], [1.23, 0.39, -0.38], [2.18, -1.07, 0.59], [-0.45, 0.77, 4.67], [-1.74, -0.13, 0.44], [-1.93, -0.70, -0.30], [0.54, -0.87, 0.80], [-0.86, 3.69, 1.54]], "nbo_charge": [0.01, -0.22, -0.06, -0.59, -0.31, -0.22, 0.15, 0.32, 0.23, 0.25, 0.43], "multiplicity": 1, "e_above_lowest_kj_mol": 417.5, "gap_ev": 9.6, "charge": 0, "e_homo_ev": -9.664, "lumo_energy_ev": -0.078}


2.
{"formula": "C3H9BFMnN2O5P", "method": "ωB97M-V with the def2-TZVPD basis set", "elements": ["Mn", "P", "F", "O", "O", "O", "O", "O", "N", "N", "C", "C", "C", "B", "H", "H", "H", "H", "H", "H", "H", "H", "H"], "positions_angstrom": [[-2.230433, 1.125896, -2.383473], [-0.497408, 1.181042, 0.599212], [2.258826, 0.177285, -1.126841], [-1.901292, 1.570856, 1.249687], [-0.791806, 1.622260, -1.119008], [0.197792, -1.640575, -1.144833], [1.581233, -1.193697, 0.583068], [-2.574743, -1.950680, 1.085506], [-0.627535, -0.482946, 0.638718], [-2.615761, -0.701154, -0.991049], [2.664990, -0.415983, 0.030528], [3.145864, 0.619617, 1.013325], [0.440411, -1.155323, -0.067196], [-1.957993, -1.086391, 0.303131], [-2.884082, -1.545354, -1.491375], [-1.905428, -0.268797, -1.562747], [3.101160, 1.581181, 0.528173], [-2.290470, 2.335485, 0.814735], [4.174218, 0.449049, 1.266342], [3.461367, -1.106301, -0.170400], [0.073285, 1.821323, -1.510338], [-3.324292, -1.607969, 1.581950], [2.502097, 0.671174, 1.872887]], "forces_ev_per_angstrom": [[-1.08, 1.27, -0.47], [2.35, -0.15, 2.22], [-0.50, 0.12, -0.45], [-0.56, -0.54, -0.96], [-0.93, 0.10, -1.37], [0.06, 0.21, 0.40], [-0.47, 0.71, 0.05], [0.05, 0.15, 0.22], [-0.80, 0.42, -0.67], [-0.30, 0.80, -0.59], [1.33, -0.13, 0.75], [-0.55, 0.26, -0.41], [-0.17, -0.70, -0.60], [0.04, 0.29, 0.06], [-0.54, -0.10, -0.03], [1.90, -2.64, 0.82], [0.04, 0.43, -0.21], [-0.28, 0.60, 0.52], [0.36, -0.18, 0.40], [0.12, -0.51, -0.57], [0.39, 0.21, 0.13], [-0.43, -0.47, 0.23], [0.00, -0.14, 0.54]], "nbo_charge": [1.74, 1.58, -0.36, -0.96, -1.15, -0.56, -0.50, -0.87, -1.08, -1.08, 0.48, -0.68, 0.93, 1.25, 0.45, 0.23, 0.24, 0.52, 0.26, 0.19, 0.56, 0.55, 0.24], "s2": 8.75, "multiplicity": 6, "gap_ev": [6.7, 6.5], "charge": 2, "e_homo_ev": [-17.582, -17.579], "lumo_energy_ev": [-10.863, -11.121]}


3.
{"formula": "C11H27AlCdNO3", "method": "ωB97M-V with the def2-TZVPD basis set", "elements": ["Cd", "Al", "O", "O", "O", "N", "C", "C", "C", "C", "C", "C", "C", "C", "C", "C", "C", "H", "H", "H", "H", "H", "H", "H", "H", "H", "H", "H", "H", "H", "H", "H", "H", "H", "H", "H", "H", "H", "H", "H", "H", "H", "H", "H"], "positions_angstrom": [[7.070270, -0.259276, -0.259276], [-0.192707, -2.151971, 1.275510], [-2.075458, -2.051022, 1.162189], [0.719602, -1.621165, -0.286013], [5.736724, 1.501831, -0.136183], [4.116868, -0.848404, 0.274386], [3.538717, 0.170353, -0.682775], [2.024627, -2.343067, -0.415117], [-4.419907, 0.451878, -0.779684], [3.433597, 2.687104, 0.304037], [-2.336246, -0.782726, 0.421073], [3.104769, -1.877273, 0.726593], [-3.453902, 1.610653, -1.422388], [-3.864260, -0.202388, 0.627698], [4.329509, 1.641134, -0.588528], [-3.941546, 1.019321, 1.754902], [-4.791864, -0.763788, -1.846913], [4.335602, -0.287227, 1.151912], [-3.635886, 1.674012, -2.596454], [2.385566, -2.227599, -1.522179], [-3.889174, 0.621754, 2.854949], [3.945780, 3.003935, 1.328011], [-4.703748, -0.405787, -2.961365], [-1.608170, 0.097720, 0.759733], [-5.929730, -1.035893, -1.649937], [1.762299, -3.495867, -0.253744], [-4.602658, -1.066921, 0.921358], [4.396323, 2.070218, -1.697223], [5.864301, 2.192329, 0.593682], [-3.775721, 2.642319, -0.946563], [-5.032805, 1.485240, 1.623531], [2.632710, -1.502624, 1.733832], [3.244272, 3.640987, -0.387255], [-2.304122, 1.450593, -1.250909], [3.728056, -2.854782, 1.010286], [-3.142925, 1.837823, 1.501278], [2.359148, 2.293222, 0.588482], [0.228526, -1.123198, 2.445054], [2.406215, 0.418075, -0.522894], [-4.158480, -1.724234, -1.610629], [0.339987, -3.584020, 1.792895], [3.783422, -0.222213, -1.782637], [-5.453470, 0.978352, -0.528441], [-2.174106, -1.057407, -0.724281]], "forces_ev_per_angstrom": [[-0.63, -0.75, 0.04], [-1.20, -0.13, -1.76], [1.88, 2.55, -0.88], [1.48, -1.20, 1.23], [-1.10, 2.01, 1.62], [-0.75, 2.22, 1.27], [1.12, 0.98, -1.62], [-1.64, -0.57, 0.59], [-0.50, -0.42, -0.30], [-0.04, 0.84, -0.20], [-0.82, -0.03, -0.11], [0.58, -2.19, -0.02], [-0.44, 0.28, -0.20], [-0.23, 0.88, -0.20], [-2.37, -0.06, -1.30], [-1.00, -0.62, -0.57], [-0.66, 0.32, 0.72], [-0.19, -1.06, -1.37], [0.37, -0.10, 2.57], [-0.36, -0.04, 2.17], [0.26, 0.82, -2.14], [-0.90, -0.57, -2.21], [0.00, -0.84, 2.21], [-1.20, -1.92, -0.84], [2.42, 0.41, -0.50], [1.05, 2.37, -0.28], [1.60, 1.57, -0.50], [-0.14, -0.98, 2.49], [-0.09, -1.27, -1.41], [0.87, -2.03, -1.03], [2.46, -0.84, 0.35], [0.28, -0.64, -2.01], [0.57, -1.95, 1.84], [-2.23, 0.19, -0.26], [-1.30, 2.10, -0.49], [-1.50, -1.57, 0.70], [2.35, 0.45, -0.67], [0.22, 0.31, 0.34], [2.09, -0.85, -0.43], [-1.14, 1.88, -0.75], [-0.04, -0.03, -0.09], [-1.08, 0.75, 2.37], [2.22, -1.07, -0.47], [-0.26, 0.80, 2.12]], "nbo_charge": [0.98, 1.49, -0.76, -0.93, -0.86, -0.63, -0.28, -0.12, -0.21, -0.69, -0.13, -0.27, -0.65, -0.23, 0.08, -0.64, -0.64, 0.37, 0.22, 0.21, 0.23, 0.23, 0.22, 0.18, 0.22, 0.21, 0.24, 0.21, 0.53, 0.22, 0.22, 0.24, 0.26, 0.20, 0.23, 0.21, 0.26, -0.23, 0.26, 0.21, -0.30, 0.22, 0.21, 0.22], "multiplicity": 1, "gap_ev": 1.9, "charge": 1, "e_homo_ev": -10.578, "lumo_energy_ev": -8.683}


Table of largest force on an atom (Eh/bohr), in record order: 0.1022; 0.0653; 0.0640
Table of electronic energy (Eh), in record order: -389.70967; -2221.92040; -1125.34075